Entry from the OMol25 dataset: 14 unconnected molecules or ions with the total composition C34H61N5O9 (wB97M-V/def2-TZVPD).

Computed properties:
HOMO-LUMO gap   9.1 eV
Lowest unoccupied orbital energy   0.22 eV
E   -62118.9293 eV

Bonds (Å) are listed after each position.
Geometry (Å):
1 C -0.557 3.769 -4.978  O2 1.387, H3 1.090, H4 1.090, H5 1.090
2 O -0.961 3.503 -3.678  C1 1.387, H6 0.960
3 H 0.243 4.492 -4.821  C1 1.090
4 H -0.215 2.900 -5.540  C1 1.090
5 H -1.258 4.229 -5.674  C1 1.090
6 H -0.251 3.846 -3.130  O2 0.960
7 C -1.347 4.436 1.090  O8 1.401, H9 1.090, H10 1.090, H11 1.090
8 O -0.593 5.613 1.181  C7 1.401, H12 0.960
9 H -2.340 4.727 1.431  C7 1.090
10 H -1.436 4.158 0.039  C7 1.090
11 H -1.053 3.659 1.796  C7 1.090
12 H -0.925 6.217 0.513  O8 0.960
13 C -2.998 0.493 -4.725  O14 1.447, H15 1.090, H16 1.090, H17 1.090
14 O -1.621 0.599 -4.291  C13 1.447, H18 0.960
15 H -3.629 0.982 -3.983  C13 1.090
16 H -3.072 1.101 -5.626  C13 1.090
17 H -3.256 -0.558 -4.853  C13 1.090
18 H -1.420 1.514 -4.082  O14 0.960
19 C 2.092 1.213 -3.834  O20 1.412, H21 1.090, H22 1.090, H23 1.090
20 O 3.452 1.077 -4.184  C19 1.412, H24 0.960
21 H 1.935 0.687 -2.892  C19 1.090
22 H 1.869 2.276 -3.742  C19 1.090
23 H 1.387 0.873 -4.593  C19 1.090
24 H 3.935 0.947 -3.365  O20 0.960
25 C -3.776 2.256 -1.392  O26 1.426, H27 1.090, H28 1.090, H29 1.090
26 O -3.925 1.758 -0.064  C25 1.426, H30 0.960
27 H -3.424 3.287 -1.348  C25 1.090
28 H -2.915 1.778 -1.858  C25 1.090
29 H -4.662 2.240 -2.027  C25 1.090
30 H -4.852 1.896 0.143  O26 0.960
31 C 1.956 5.177 -1.595  O32 1.433, H33 1.090, H34 1.090, H35 1.090
32 O 0.624 4.660 -1.711  C31 1.433, H36 0.960
33 H 1.967 6.111 -2.158  C31 1.090
34 H 2.198 5.274 -0.536  C31 1.090
35 H 2.711 4.545 -2.061  C31 1.090
36 H 0.046 4.980 -1.015  O32 0.960
37 C -0.533 -2.854 -3.976  O38 1.396, H39 1.090, H40 1.090, H41 1.090
38 O -1.321 -3.948 -3.612  C37 1.396, H42 0.960
39 H 0.190 -3.098 -4.754  C37 1.090
40 H -1.050 -1.952 -4.306  C37 1.090
41 H 0.202 -2.718 -3.182  C37 1.090
42 H -0.730 -4.538 -3.139  O38 0.960
43 C 4.909 -0.827 3.537  O44 1.444, H45 1.090, H46 1.090, H47 1.090
44 O 4.003 0.171 3.018  C43 1.444, H48 0.960
45 H 4.204 -1.529 3.982  C43 1.090
46 H 5.424 -1.292 2.697  C43 1.090
47 H 5.596 -0.348 4.235  C43 1.090
48 H 3.602 0.672 3.732  O44 0.960
49 C 4.447 1.883 -1.005  O50 1.430, H51 1.090, H52 1.090, H53 1.090
50 O 5.274 1.430 -2.079  C49 1.430, H54 0.960
51 H 4.879 2.510 -0.225  C49 1.090
52 H 3.620 2.490 -1.374  C49 1.090
53 H 4.158 0.954 -0.513  C49 1.090
54 H 6.192 1.603 -1.857  O50 0.960
55 N 0.622 -0.929 -0.804  C56 1.350, C60 1.363
56 C -0.126 0.022 -1.402  N55 1.350, C57 1.431, H61 1.080
57 C -0.055 1.394 -1.002  C56 1.431, C58 1.426, H62 1.080
58 C 0.731 1.792 0.120  C57 1.426, C59 1.379, H63 1.080
59 C 1.545 0.824 0.671  C58 1.379, C60 1.440, H64 1.080
60 C 1.482 -0.526 0.174  N55 1.363, C59 1.440, H65 1.080
61 H -0.705 -0.250 -2.273  C56 1.080
62 H -0.669 2.155 -1.460  C57 1.080
63 H 0.721 2.796 0.517  C58 1.080
64 H 2.205 1.066 1.491  C59 1.080
65 H 2.006 -1.319 0.687  C60 1.080
66 N 0.671 -4.124 4.595  C67 1.361, C71 1.400
67 C 1.267 -3.162 5.350  N66 1.361, C68 1.382, H72 1.080
68 C 1.357 -1.868 4.873  C67 1.382, C69 1.426, H73 1.080
69 C 0.872 -1.480 3.590  C68 1.426, C70 1.407, H74 1.080
70 C 0.176 -2.455 2.853  C69 1.407, C71 1.410, H75 1.080
71 C 0.107 -3.767 3.365  N66 1.400, C70 1.410, H76 1.080
72 H 1.755 -3.469 6.263  C67 1.080
73 H 1.818 -1.096 5.472  C68 1.080
74 H 1.088 -0.500 3.189  C69 1.080
75 H -0.182 -2.202 1.866  C70 1.080
76 H -0.254 -4.610 2.795  C71 1.080
77 N -0.385 2.074 4.245  C78 1.368, C82 1.377
78 C -1.174 2.746 5.138  N77 1.368, C79 1.383, H83 1.080
79 C -2.556 2.795 5.117  C78 1.383, C80 1.395, H84 1.080
80 C -3.204 2.097 4.098  C79 1.395, C81 1.376, H85 1.080
81 C -2.489 1.380 3.167  C80 1.376, C82 1.418, H86 1.080
82 C -1.077 1.499 3.202  N77 1.377, C81 1.418, H87 1.080
83 H -0.583 3.328 5.830  C78 1.080
84 H -3.059 3.368 5.882  C79 1.080
85 H -4.281 2.043 4.038  C80 1.080
86 H -2.927 0.778 2.384  C81 1.080
87 H -0.401 1.090 2.466  C82 1.080
88 N 0.155 -5.189 -1.681  C89 1.346, C93 1.392
89 C 0.821 -4.313 -0.905  N88 1.346, C90 1.400, H94 1.080
90 C 1.297 -4.572 0.386  C89 1.400, C91 1.429, H95 1.080
91 C 1.223 -5.918 0.861  C90 1.429, C92 1.429, H96 1.080
92 C 0.509 -6.858 0.055  C91 1.429, C93 1.387, H97 1.080
93 C 0.009 -6.480 -1.182  N88 1.392, C92 1.387, H98 1.080
94 H 0.939 -3.333 -1.343  C89 1.080
95 H 1.814 -3.804 0.941  C90 1.080
96 H 1.702 -6.260 1.767  C91 1.080
97 H 0.463 -7.903 0.323  C92 1.080
98 H -0.591 -7.130 -1.802  C93 1.080
99 N -3.374 -3.655 2.520  C100 1.360, C104 1.355
100 C -3.197 -2.340 2.223  N99 1.360, C101 1.401, H105 1.080
101 C -2.616 -1.897 1.028  C100 1.401, C102 1.357, H106 1.080
102 C -2.241 -2.827 0.114  C101 1.357, C103 1.381, H107 1.080
103 C -2.364 -4.173 0.402  C102 1.381, C104 1.352, H108 1.080
104 C -2.931 -4.522 1.578  N99 1.355, C103 1.352, H109 1.080
105 H -3.508 -1.681 3.020  C100 1.080
106 H -2.491 -0.845 0.815  C101 1.080
107 H -1.740 -2.589 -0.812  C102 1.080
108 H -2.129 -4.970 -0.287  C103 1.080
109 H -3.037 -5.557 1.868  C104 1.080

Atomic partial charges in e from the Löwdin method, atoms 1 to 6: number 1, C, carries -0.1694; number 2, O, carries -0.1398; number 3, H, carries 0.0877; number 4, H, carries 0.0772; number 5, H, carries 0.0803; number 6, H, carries 0.0204